C48H55CaF36N11O25S12 | wB97M-V/def2-TZVPD

Structure (XYZ):
```
188
Properties=species:S:1:pos:R:3:forces:R:3:lowdin_charge:R:1
Ca 0.94618 2.41219 -5.51333 -1.12 -0.77 0.23 1.5533
C -0.85629 0.71987 0.10530 -0.61 -0.68 -0.22 -0.0808
C 0.48639 0.49132 -0.63992 0.42 -0.37 -0.58 -0.6628
C 1.09692 -0.84011 -0.22023 -1.11 -1.18 0.07 -0.1010
O 0.41950 0.49346 -2.01550 -0.35 0.60 -0.91 -0.3402
H -1.38771 1.66127 -0.03422 0.66 0.45 -0.04 0.0569
H -0.86068 0.45428 1.16244 0.60 0.42 0.27 0.0629
H -1.60059 0.00828 -0.25213 0.07 -0.45 -0.61 0.0477
H 1.25440 1.16121 -0.25328 -0.02 1.05 0.10 0.1008
H 1.93823 -1.21597 -0.80248 0.77 1.02 0.39 0.0652
H 0.43226 -1.65284 -0.51317 -0.84 -0.09 0.36 0.0543
H 1.18046 -0.84194 0.86655 0.58 -0.41 0.00 0.0776
C 4.12126 4.92803 0.77873 -0.77 0.31 -0.36 -0.0878
C 5.13553 3.90742 1.20664 0.29 -0.11 1.24 -0.2536
C 5.64817 3.10493 0.03991 1.75 -1.12 0.43 -0.0987
N 6.63069 1.92650 0.51112 0.04 0.02 -0.87 -0.2158
C 6.92599 1.08990 -0.76241 -1.28 1.40 -0.03 -0.1524
C 7.94357 0.07206 -0.64153 2.08 -1.00 1.09 -0.1845
C 9.25024 0.69897 -0.09638 0.58 -1.38 -1.28 -0.1982
C 9.09434 1.44519 1.16386 -2.04 1.01 1.23 -0.1606
C 7.96820 2.57245 1.04635 0.49 -2.19 -0.79 -0.0441
C 5.97318 1.04563 1.57137 0.38 1.20 -0.49 0.0482
H 3.80892 5.65313 1.53027 0.46 -0.18 0.30 0.0899
H 3.17908 4.46634 0.48336 0.08 -0.09 -0.41 0.0824
H 4.55875 5.49876 -0.04040 -0.30 0.12 -0.21 0.0795
H 4.78220 3.23092 1.98484 -0.64 -0.06 -0.22 0.1118
H 5.90190 4.43543 1.77406 0.60 0.03 -0.50 0.1176
H 6.29533 3.64003 -0.65503 -0.06 0.41 0.16 0.1205
H 4.87420 2.66837 -0.59134 -0.19 -0.34 0.43 0.1323
H 7.30952 1.77417 -1.51922 -0.46 0.46 0.01 0.1358
H 6.01240 0.60783 -1.11034 -0.41 0.55 0.21 0.1434
H 8.08388 -0.38269 -1.62214 0.20 0.22 -0.14 0.1343
H 7.66314 -0.78666 -0.03156 -0.15 0.10 0.32 0.1261
H 9.72923 1.35206 -0.82586 -0.13 0.01 -0.38 0.1204
H 9.93678 -0.13396 0.05521 0.23 0.09 0.03 0.1239
H 10.02636 1.85243 1.55579 -0.08 0.35 -0.28 0.1266
H 8.75646 0.77364 1.95313 -0.06 -0.15 0.15 0.1187
H 8.23148 3.27017 0.25139 0.06 0.32 0.39 0.1254
H 7.83118 2.99295 2.04260 -0.42 0.31 -0.42 0.1269
H 4.90932 1.03622 1.33428 0.06 -0.09 0.34 0.1138
H 6.22469 1.60941 2.46970 -0.63 -0.69 0.39 0.1088
H 6.35920 0.02644 1.58966 0.19 0.30 -0.08 0.1087
C 3.10965 -9.33929 -4.26188 0.11 -0.48 -0.04 0.0486
N 1.88647 -8.54890 -4.15233 -0.63 0.78 -0.36 -0.0849
C 0.97831 -8.81591 -3.20857 0.27 0.80 0.52 0.0467
C -0.12994 -7.99816 -3.07237 -0.13 -0.69 0.32 0.0595
C -0.36208 -6.97772 -3.96504 0.00 1.04 0.36 -0.1395
C 0.53313 -6.77540 -5.01156 0.81 -0.75 -0.23 0.0658
C 1.67866 -7.57436 -5.06921 -0.63 0.29 0.61 0.0439
C -1.49543 -6.01636 -3.72744 -0.41 1.26 -1.28 -0.1229
C -1.33683 -4.60596 -3.70727 -1.75 -0.69 -0.03 0.1040
C -2.51868 -3.77278 -3.68111 3.01 -1.45 1.17 0.0467
N -3.74275 -4.30509 -3.63059 0.49 -0.16 -1.23 -0.0858
C -3.91876 -5.64322 -3.75314 1.40 -0.49 0.82 0.0500
C -2.79576 -6.50003 -3.77423 -1.35 0.47 0.32 0.0557
C -4.88467 -3.38445 -3.75194 -1.12 -0.61 -0.43 0.0355
H 3.93134 -8.67333 -4.52535 -0.02 -0.24 0.08 0.1203
H 2.89447 -10.07302 -5.03869 0.46 -0.06 -0.01 0.1193
H 3.30135 -9.84851 -3.31740 0.09 0.18 -0.11 0.1179
H 1.27703 -9.53760 -2.46270 -0.24 -0.23 -0.07 0.1604
H -0.80510 -8.14757 -2.24277 0.08 -0.12 0.14 0.1481
H 0.34600 -6.05172 -5.79109 0.18 0.20 0.09 0.1406
H 2.50453 -7.43287 -5.75061 -0.24 0.10 -0.28 0.1531
H -0.31634 -4.25241 -3.70854 -0.20 0.75 0.07 0.1362
H -2.39919 -2.71836 -3.48035 -0.19 0.16 -0.41 0.1502
H -4.93993 -5.99175 -3.70666 0.02 -0.11 -0.18 0.1531
H -2.92447 -7.57187 -3.80552 -0.43 -0.02 -0.10 0.1359
H -5.29328 -3.43642 -4.76112 0.56 0.11 -0.35 0.1129
H -4.59964 -2.35255 -3.54693 -0.11 -0.36 0.39 0.1119
H -5.72444 -3.80776 -3.20086 0.27 0.51 0.76 0.1131
C -5.27429 0.43029 4.51776 -0.19 0.81 -0.21 0.0682
N -5.59593 1.44126 3.44873 -1.98 0.80 0.57 -0.0597
C -6.27194 2.57986 3.85800 -0.10 -0.39 -3.65 0.0917
C -6.84000 3.39896 2.81149 1.48 -0.52 1.39 0.0768
C -6.73619 3.05132 1.46053 -0.13 -1.36 0.88 -0.1528
C -6.12977 1.83309 1.13995 0.04 -0.84 0.65 0.0550
C -5.58664 1.04171 2.14448 -0.04 1.00 1.08 0.0353
C -7.36500 3.87705 0.41728 1.35 2.17 -0.91 -0.1256
C -6.74615 5.11203 0.10283 -1.01 -0.01 -1.21 0.0796
C -7.31435 5.88184 -0.89577 -1.46 -0.37 -1.13 0.0537
N -8.36577 5.46702 -1.71935 1.91 -2.05 2.94 -0.0835
C -8.96829 4.27699 -1.39960 1.31 0.40 -0.09 0.0365
C -8.46037 3.52086 -0.36206 0.34 -0.79 0.86 0.0388
C -8.84344 6.34854 -2.74632 -0.54 1.15 0.52 0.0232
H -4.75862 0.93698 5.33351 0.54 -0.16 -0.34 0.1179
H -4.72196 -0.36161 4.01187 -0.07 -0.08 0.67 0.1100
H -6.23511 0.14646 4.94714 0.09 -0.60 -0.32 0.1163
H -6.46000 2.72199 4.91196 0.40 0.20 0.03 0.1548
H -7.24901 4.36635 3.06309 -0.31 -0.12 0.28 0.1339
H -6.14716 1.35972 0.16937 0.07 0.46 -0.29 0.1366
H -5.17389 0.05314 2.00751 0.10 0.06 -0.34 0.1491
H -5.80044 5.53913 0.40218 0.02 -0.41 1.00 0.1523
H -7.00577 6.90508 -1.05122 0.36 -0.12 -0.36 0.1482
H -9.76318 3.85848 -1.99909 -0.08 0.48 -0.26 0.1525
H -8.82260 2.53783 -0.09972 -0.75 0.00 -0.46 0.1393
H -8.94932 5.90714 -3.73731 -0.18 -0.20 0.36 0.1214
H -8.15680 7.19396 -2.78971 -0.11 -0.11 -0.23 0.1086
H -9.74798 6.67825 -2.23527 -0.56 0.52 -1.22 0.1221
C -9.08853 -3.57661 3.08032 1.17 -0.94 -0.26 -0.6025
F -8.75023 -2.26514 3.21272 -0.42 -0.75 -0.73 0.0772
F -10.22805 -3.78490 3.71350 0.16 0.12 0.02 0.1463
F -9.27771 -3.94417 1.76882 0.46 1.02 1.53 0.0896
S -7.66684 -4.63884 3.90495 1.18 -0.89 0.85 0.6912
O -7.42900 -4.07004 5.23287 -0.58 0.07 -2.11 -0.3191
O -8.11819 -6.03053 3.88605 -0.12 2.46 -0.56 -0.3146
N -6.31350 -4.30270 2.85150 -2.58 -0.06 2.17 -0.3289
S -5.66672 -5.69739 2.53187 -0.71 -4.67 -0.50 0.5657
O -5.64011 -6.74681 3.57775 0.69 2.35 -1.30 -0.3307
O -6.17198 -6.24434 1.25327 1.49 1.24 0.85 -0.3616
C -3.84393 -5.22812 2.41297 -0.72 -1.01 -0.69 -0.6215
F -3.63990 -4.51772 1.25708 0.28 0.09 1.14 0.0626
F -3.53563 -4.56244 3.52040 0.51 0.01 -1.00 0.1398
F -3.07528 -6.34853 2.30608 -0.73 1.26 0.25 0.1060
C 1.79779 2.50555 -9.95191 -2.91 -0.02 -0.80 -0.6951
F 1.30989 3.49639 -9.13791 -0.61 -0.79 -0.03 0.0782
F 1.39943 2.74559 -11.21658 -0.04 -0.01 0.86 0.1382
F 3.03986 2.60891 -9.87438 3.72 -0.38 0.13 0.2269
S 1.07134 0.77767 -9.55636 -2.43 -1.27 -1.39 0.6840
O -0.35513 1.07646 -9.45479 1.69 0.23 0.73 -0.3221
O 1.39330 -0.16820 -10.65331 0.03 2.70 2.67 -0.2894
N 1.67780 0.37221 -7.96364 -1.17 1.41 -1.86 -0.3736
S 2.50686 -0.93877 -8.30086 3.21 -3.25 -2.91 0.6019
O 1.69234 -2.12000 -8.70757 1.44 2.30 1.94 -0.3282
O 3.66446 -0.66085 -9.21552 -2.21 -0.40 2.60 -0.3393
C 3.39543 -1.35015 -6.62776 -1.51 1.70 -1.31 -0.6694
F 4.34772 -2.15591 -6.89229 1.35 -1.24 -0.25 0.1989
F 3.96207 -0.20316 -6.10858 -1.17 -1.03 0.18 0.0718
F 2.51646 -1.95496 -5.82169 0.35 0.75 0.58 0.1199
C 0.65995 9.25105 5.94475 -1.12 -1.35 1.31 -0.6487
F 1.60185 10.01756 6.47291 -0.22 0.09 0.31 0.1435
F -0.27345 10.01588 5.40167 0.59 0.07 -0.81 0.1290
F 1.27915 8.40899 5.11591 -0.53 0.49 -0.50 0.1206
S -0.30326 8.16018 7.29280 0.06 -0.66 2.56 0.6924
O 0.59907 8.16401 8.41845 0.19 0.17 -0.62 -0.3390
O -1.64412 8.72732 7.59571 2.66 -0.99 -1.36 -0.3370
N -0.24571 6.48175 6.70507 -1.14 4.43 0.01 -0.2686
S -1.58210 6.54641 5.84815 -2.95 -2.49 -0.63 0.5387
O -2.75634 5.97853 6.52366 1.08 0.12 -0.49 -0.3533
O -1.94459 7.73040 5.06916 1.40 -0.82 -0.03 -0.3430
C -1.18027 5.16422 4.56742 -1.11 2.24 2.06 -0.6713
F -2.09263 5.38278 3.60985 0.18 -0.57 -0.97 0.0823
F 0.05019 5.34213 4.11472 -0.04 -0.90 -0.54 0.1326
F -1.40947 3.94876 5.07404 0.72 0.08 -0.53 0.1218
C 1.16815 -1.30637 6.97992 0.53 1.48 2.52 -0.6307
F 1.07736 -2.28684 7.88881 0.15 0.19 -0.86 0.1207
F 0.92910 -1.73756 5.77671 0.43 -0.64 -0.97 0.1604
F 0.18501 -0.41778 7.26604 0.39 -0.16 -0.03 0.0893
S 2.88134 -0.29153 7.19825 0.85 0.37 0.33 0.6886
O 4.00998 -1.08155 6.66730 -2.44 0.67 1.24 -0.3331
O 2.62650 0.93094 6.49905 -0.59 0.14 -0.33 -0.3351
N 2.90083 0.18018 8.88786 -3.11 0.35 -4.48 -0.2948
S 3.81886 -0.81948 9.52757 5.15 -2.91 2.65 0.5199
O 3.42588 -2.23337 9.53867 0.34 1.54 0.10 -0.3384
O 5.20144 -0.48443 9.11565 -1.36 -1.05 1.40 -0.3539
C 3.76503 -0.29678 11.42059 -0.40 -0.12 -1.26 -0.5591
F 3.94344 1.03963 11.46379 -0.23 -0.85 0.53 0.0975
F 2.54079 -0.61637 11.97430 1.85 0.43 -0.32 0.0755
F 4.78163 -0.89028 12.11614 -1.52 0.58 -0.66 0.0930
C 8.47583 -6.20788 0.43923 -0.94 1.25 0.89 -0.6596
F 9.27561 -6.99130 1.11922 0.69 -0.75 -0.27 0.1541
F 8.18334 -5.18500 1.26753 -0.28 -0.13 -0.36 0.1027
F 9.09782 -5.64811 -0.61293 -0.24 -0.91 0.12 0.1224
S 6.86499 -7.12438 -0.01636 -0.15 -1.06 -1.47 0.6907
O 6.34626 -6.31705 -1.14816 0.72 -0.93 2.24 -0.3614
O 7.22877 -8.49178 -0.40401 -0.15 1.69 1.14 -0.3338
N 6.00065 -7.11703 1.47879 2.82 -1.06 -3.02 -0.2924
S 4.80490 -6.20208 1.15127 -4.15 1.82 0.90 0.5445
O 5.16631 -4.79206 1.09242 -0.64 -0.69 -0.15 -0.3400
O 3.85865 -6.72503 0.13958 1.00 0.64 1.19 -0.3800
C 3.72375 -6.32124 2.83449 1.74 -2.10 -2.16 -0.6235
F 3.33518 -7.60358 3.11419 1.28 0.48 0.41 0.0863
F 4.42270 -5.77848 3.82991 -1.18 -0.22 -0.28 0.1484
F 2.58606 -5.77347 2.51991 -0.73 1.96 0.42 0.1415
C -4.44593 4.51092 -6.23029 0.73 0.96 0.52 -0.6483
F -4.94189 3.70905 -7.12927 0.07 -1.32 -0.17 0.1775
F -3.82805 5.48475 -6.89227 -0.06 0.12 0.43 0.1358
F -5.46858 4.98169 -5.51569 0.51 -0.12 -0.02 0.1250
S -3.09572 3.71569 -4.98987 1.45 -2.01 2.15 0.6829
O -3.76270 3.51131 -3.69153 0.46 1.04 -2.20 -0.3391
O -2.55469 2.43578 -5.48097 -0.21 1.54 -0.95 -0.3958
N -1.70340 4.77084 -4.93489 -2.98 -2.19 -0.51 -0.3451
S -2.17667 5.91341 -3.93473 -0.10 3.13 2.12 0.5842
O -3.59557 6.30733 -4.03951 1.91 -0.69 -0.25 -0.3444
O -1.63304 5.75596 -2.58438 -0.54 0.30 -2.10 -0.2986
C -1.21568 7.42469 -4.75519 -0.88 1.06 2.33 -0.6553
F -0.09109 7.61696 -4.08437 1.09 -0.81 0.04 0.1231
F -0.97225 7.26667 -6.02059 0.07 -0.36 -1.03 0.1594
F -1.85115 8.61507 -4.56656 -0.68 -1.11 -0.49 0.1068
```
Positions in Å, forces in eV/Å.

Values from the calculation:
2S+1 = 1
LUMO = -4.34 eV
frontier orbital gap = 2.52 eV
electronic energy = -13395.41477 a.u.
max |F| = 6.5 eV Å⁻¹